Entry 1:
# C23H34NO3S2SbSeTi

A structure of composition C23H34NO3S2SbSeTi (wB97M-V/def2-TZVPD, the Open Molecules 2025 dataset).

```
66
Properties=species:S:1:pos:R:3:forces:R:3
Ti 0.942 -0.009 1.430 0.413 -0.300 -0.344
C 1.601 0.520 -3.749 -0.009 0.013 0.006
C 1.118 1.560 -2.774 0.047 -0.015 0.026
C -0.165 2.084 -2.859 -0.037 0.047 0.024
C -0.626 2.999 -1.920 0.021 -0.046 -0.057
C 0.198 3.408 -0.885 -0.050 0.080 0.026
C 1.482 2.889 -0.786 0.030 0.013 -0.056
C 1.935 1.971 -1.721 -0.039 -0.031 -0.055
H 2.583 0.780 -4.151 0.005 -0.007 0.001
H 0.905 0.412 -4.583 0.002 -0.008 0.004
H 1.692 -0.444 -3.242 0.001 -0.003 -0.010
H -0.827 1.741 -3.648 -0.004 0.001 0.003
H -1.646 3.359 -1.974 -0.001 0.001 0.004
H -0.182 4.082 -0.129 0.024 -0.035 0.035
H 2.128 3.165 0.039 -0.028 -0.001 0.023
H 2.919 1.531 -1.599 0.000 -0.001 0.006
C 1.940 -4.049 -1.010 0.021 0.068 -0.030
C 1.465 -3.056 0.021 -0.012 -0.016 0.040
S 1.527 -1.381 -0.539 -0.056 -0.009 0.185
C 1.061 -3.380 1.261 0.011 0.100 -0.042
C 0.962 -4.780 1.805 -0.024 -0.011 0.018
S 0.605 -2.152 2.453 0.004 0.013 0.077
H 1.428 -3.880 -1.961 -0.006 0.003 -0.003
H 1.783 -5.088 -0.722 -0.003 -0.029 0.020
H 3.008 -3.903 -1.199 -0.016 -0.010 -0.003
H 1.192 -5.548 1.067 0.002 -0.016 -0.022
H -0.049 -4.961 2.183 0.011 -0.004 -0.002
H 1.642 -4.910 2.653 -0.003 0.010 0.003
C -4.406 1.122 1.053 0.008 0.013 -0.018
C -3.779 -0.263 0.941 -0.030 0.086 0.036
Sb -2.841 -0.607 -0.967 -0.046 -0.014 0.033
C -2.078 -2.527 -0.370 0.062 -0.017 -0.059
C -1.565 -3.352 -1.543 -0.024 0.016 0.001
C -4.678 -1.480 -1.810 -0.027 -0.021 -0.037
C -4.658 -1.607 -3.332 0.034 0.063 0.013
H -4.889 1.273 2.024 -0.008 -0.014 0.004
H -5.168 1.279 0.281 0.002 0.007 0.002
H -3.643 1.895 0.950 -0.005 -0.017 0.002
H -4.518 -1.053 1.107 0.018 -0.029 -0.054
H -2.980 -0.388 1.673 0.001 0.019 0.014
H -2.895 -3.034 0.152 0.002 -0.013 0.022
H -1.276 -2.347 0.348 -0.021 0.014 -0.002
H -2.351 -3.557 -2.277 -0.016 0.001 0.010
H -1.163 -4.314 -1.209 0.014 0.002 0.000
H -0.758 -2.819 -2.050 0.016 -0.022 0.003
H -5.506 -0.836 -1.498 0.007 -0.003 0.014
H -4.834 -2.456 -1.338 0.003 0.002 0.012
H -4.498 -0.628 -3.793 -0.002 -0.020 -0.030
H -5.586 -2.018 -3.745 -0.017 -0.004 0.025
H -3.841 -2.249 -3.669 0.008 0.001 0.005
Se 3.488 0.699 1.478 0.034 -0.016 0.050
C 3.850 2.263 2.519 -0.087 0.074 -0.015
C 5.175 2.550 2.859 0.029 0.019 0.010
C 5.507 3.700 3.563 0.006 -0.032 -0.014
C 4.518 4.595 3.950 -0.011 0.009 0.004
C 3.196 4.316 3.623 0.031 0.025 0.018
C 2.861 3.169 2.917 0.042 -0.033 0.011
H 5.952 1.856 2.560 0.003 -0.001 -0.004
H 6.545 3.897 3.809 0.002 -0.005 -0.001
H 4.774 5.494 4.499 -0.008 0.003 0.001
H 2.409 4.999 3.921 -0.006 -0.007 -0.002
H 1.824 2.952 2.689 0.012 0.026 -0.003
O 0.289 1.519 2.629 -0.126 -0.046 0.109
N -0.885 1.586 1.953 -0.197 0.081 -0.033
O -1.452 2.685 1.778 0.052 0.004 0.037
O -0.766 0.726 0.863 -0.058 0.042 -0.040
```
Forces are in eV/Å.

spin multiplicity = 3
net charge = -2
LUMO energy (spin up / spin down) = 4.745 / 4.743 eV
relative energy (zero: lowest compared OMol25 entry of this formula, charge and spin) = 1.3 kcal per mole
molar mass = 685.2 g/mol
HOMO energy (spin up / spin down) = -1.3 / -1.4 eV
HOMO-LUMO gap (spin up / spin down) = 6.062 / 6.173 eV

Löwdin population analysis, charges in e, atoms 1 to 4: 0.327 -0.073 -0.296 -0.081



Entry 2:
# C23H35AlBeBrF3N3O12P

A structure of composition C23H35AlBeBrF3N3O12P (wB97M-V/def2-TZVPD, the Open Molecules 2025 dataset).

```
80
Properties=species:S:1:pos:R:3:forces:R:3
C 0.845 3.999 3.089 0.281 0.297 0.402
C 0.793 2.432 3.040 -0.362 0.715 -0.400
Br 2.481 1.838 2.153 -0.568 -0.170 0.537
C -0.403 1.839 2.213 0.286 -0.278 1.239
C -1.745 2.513 2.583 1.644 -0.206 -2.070
C -2.458 3.112 1.603 -0.603 -0.823 3.183
F -2.186 3.190 0.294 -0.362 0.331 1.042
C -3.676 3.695 2.393 1.515 -1.217 -2.332
O -4.278 4.645 2.067 -1.366 0.656 0.299
O -3.801 2.904 3.517 -0.038 1.604 1.162
C -2.466 2.670 3.943 -0.071 -0.633 -4.088
O -2.078 2.611 5.034 0.186 -0.217 1.462
H -0.017 4.508 2.604 0.423 -0.561 0.274
H 1.764 4.417 2.614 -0.754 -0.496 0.339
H 0.870 4.325 4.156 -0.098 -0.192 -0.788
H 0.750 2.025 4.070 0.358 0.146 -0.758
H -0.178 1.915 1.126 -0.433 0.182 0.747
H -0.463 0.747 2.457 0.022 0.847 -0.258
C 4.055 -3.127 0.711 0.541 -0.443 -0.830
C 2.725 -3.196 1.395 -0.143 0.100 0.094
O 2.224 -1.879 1.249 0.255 -0.363 -0.401
C 2.771 -1.399 0.093 -0.179 0.717 -0.309
O 2.384 -0.443 -0.486 0.066 -0.159 0.077
O 3.824 -2.169 -0.313 -0.241 0.150 0.538
F 2.877 -3.463 2.730 0.162 -0.138 0.244
H 4.853 -2.761 1.379 -0.137 0.135 0.296
H 4.357 -4.085 0.294 -0.106 0.325 -0.159
H 2.024 -3.911 0.953 0.269 0.053 0.284
O 4.768 -8.392 0.292 -0.639 -0.148 0.271
P 4.367 -7.368 1.334 0.714 1.261 0.150
O 2.984 -7.723 1.844 -0.062 -0.557 -0.567
O 4.364 -5.971 0.720 -0.130 -0.113 0.486
O 5.370 -7.359 2.513 -1.251 1.995 2.408
Be 5.723 -5.279 3.102 0.724 -5.691 -4.001
C 10.542 -5.087 3.604 0.178 -0.302 0.361
C 9.641 -5.000 2.463 0.376 -0.116 0.121
N 8.926 -4.930 1.556 0.516 1.933 0.198
H 11.549 -5.371 3.294 -0.107 0.015 -0.192
H 10.617 -4.132 4.127 -0.094 0.057 -0.172
H 10.199 -5.832 4.325 -0.125 -0.049 -0.179
O 7.746 -8.698 3.126 0.137 0.193 0.059
H 7.128 -8.028 2.788 0.217 -0.366 -0.044
H 8.241 -8.973 2.347 -0.039 -0.040 0.071
C -4.565 5.272 -5.399 0.465 0.069 0.189
C -5.547 4.197 -4.857 0.315 3.403 -3.019
C -6.203 4.678 -3.541 0.192 -0.889 1.269
C -5.301 4.578 -2.310 0.163 0.091 -0.230
C -4.685 3.188 -2.189 -1.382 0.567 -0.137
C -3.944 2.753 -3.469 4.577 -0.339 0.724
N -4.813 2.899 -4.682 -5.011 -0.781 4.728
O -5.623 1.997 -4.682 1.227 -0.557 -1.916
C -2.648 3.582 -3.619 -0.072 0.518 -0.245
C -3.429 1.311 -3.292 -0.855 -0.447 -0.401
C -6.651 4.115 -5.930 -0.192 -1.038 0.176
H -3.736 4.822 -5.948 -0.024 0.025 0.059
H -5.056 5.945 -6.101 -0.169 -0.162 0.113
H -4.155 5.904 -4.611 0.071 -0.104 0.008
H -7.102 4.084 -3.346 0.060 -0.122 -0.238
H -6.537 5.709 -3.659 0.162 -0.075 -0.454
H -4.520 5.342 -2.348 -0.004 -0.048 0.028
H -5.889 4.793 -1.415 0.024 -0.007 -0.057
H -4.001 3.165 -1.340 0.312 -0.144 -0.366
H -5.481 2.470 -1.956 0.066 -0.114 -0.234
H -2.133 3.340 -4.551 -0.022 -0.019 0.043
H -1.962 3.363 -2.800 -0.202 -0.183 -0.015
H -2.807 4.656 -3.589 -0.061 -0.019 -0.077
H -4.227 0.606 -3.052 -0.015 0.070 -0.114
H -2.715 1.261 -2.470 -0.054 0.319 -0.061
H -2.922 0.962 -4.194 -0.015 0.036 0.030
H -6.254 3.753 -6.881 0.018 0.041 0.039
H -7.081 5.101 -6.101 0.272 0.037 0.185
H -7.477 3.468 -5.632 0.125 -0.083 -0.019
F 7.165 -6.348 1.710 -0.977 2.648 1.600
Al 8.031 -2.612 1.759 0.384 -0.950 -0.463
C -1.252 -4.431 3.047 -0.261 0.057 0.306
C -0.352 -4.725 1.938 -0.146 -0.037 0.082
N 0.355 -4.958 1.064 -0.287 -0.052 0.112
H -2.201 -4.958 2.940 0.115 -0.059 -0.151
H -0.818 -4.729 4.002 0.120 -0.060 -0.138
H -1.474 -3.365 3.107 0.120 -0.023 -0.156
```
Forces are in eV/Å.

net charge = +2
LUMO energy = -9.490 eV
molar mass = 749.4 g/mol
HOMO energy = -13.5 eV
HOMO-LUMO gap = 4.042 eV

Löwdin population analysis, charges in e, atoms 1 to 4: -0.136 -0.672 0.680 -0.169



Entry 3:
# C23H35N3O3

The molecule C23H35N3O3 (wB97M-V/def2-TZVPD, the Open Molecules 2025 dataset).

```
64
Properties=species:S:1:pos:R:3:forces:R:3
C 2.721 -7.758 3.669 -0.413 0.084 -0.068
C 1.273 -7.996 3.247 0.374 -0.268 -0.060
O 0.402 -6.974 3.685 -0.154 0.255 0.065
C 0.363 -5.783 3.025 -0.162 0.204 0.086
C 1.076 -5.466 1.873 0.069 -0.326 0.055
C 0.924 -4.221 1.287 -0.154 0.129 0.079
C 0.074 -3.267 1.827 -0.055 -0.003 0.018
C -0.063 -1.924 1.164 0.044 -0.071 -0.093
N 1.249 -1.330 0.942 0.132 0.093 0.084
C 1.867 -0.927 2.186 0.362 -0.011 0.051
C 3.317 -0.571 1.899 -0.252 -0.365 0.265
N 3.334 0.499 0.931 0.382 0.147 0.157
C 2.376 0.715 0.021 -0.029 0.022 0.192
O 2.443 1.656 -0.756 -0.042 0.178 -0.281
C 1.199 -0.251 -0.031 -0.151 -0.002 -0.189
C 1.138 -0.842 -1.461 -0.306 0.049 -0.056
C 0.035 -0.190 -2.292 0.593 -0.109 0.093
O -0.944 -0.802 -2.673 -0.377 -0.288 -0.043
N 0.271 1.106 -2.546 0.122 0.443 -0.109
C -0.670 1.963 -3.226 -0.203 0.069 0.105
C -1.237 3.030 -2.289 -0.060 -0.040 -0.450
C -2.196 3.963 -3.023 -0.003 -0.114 0.486
C -2.791 5.035 -2.110 0.078 -0.146 -0.263
C -3.820 5.923 -2.847 -0.020 0.049 0.006
C -3.240 7.339 -2.838 -0.123 0.047 0.112
C -2.413 7.373 -1.557 0.132 0.025 -0.129
C -1.729 6.009 -1.567 -0.158 0.024 0.219
C -0.629 -3.587 2.981 0.077 -0.028 -0.130
C -0.492 -4.825 3.572 0.098 -0.265 0.042
H 3.111 -6.847 3.223 0.088 0.045 -0.029
H 3.336 -8.597 3.355 0.099 -0.080 -0.033
H 2.778 -7.662 4.750 0.035 -0.008 0.089
H 0.893 -8.901 3.730 0.042 0.096 -0.151
H 1.200 -8.130 2.161 -0.059 -0.007 0.103
H 1.744 -6.176 1.413 0.058 -0.090 0.000
H 1.482 -3.981 0.395 0.088 0.020 -0.102
H -0.551 -2.050 0.193 -0.036 0.103 0.008
H -0.702 -1.263 1.775 0.003 -0.022 -0.085
H 1.818 -1.768 2.880 0.027 0.079 0.008
H 1.357 -0.060 2.646 0.010 -0.070 0.013
H 3.824 -0.240 2.808 -0.051 -0.007 -0.071
H 3.835 -1.452 1.503 -0.041 0.044 0.147
H 4.124 1.128 0.907 -0.151 -0.001 -0.117
H 0.301 0.379 0.133 0.179 -0.031 -0.004
H 0.940 -1.911 -1.398 -0.047 0.100 -0.034
H 2.094 -0.700 -1.967 0.005 -0.039 0.023
H 1.078 1.542 -2.106 -0.037 -0.184 0.013
H -0.169 2.444 -4.074 -0.102 -0.037 0.000
H -1.469 1.321 -3.606 0.090 0.116 -0.044
H -1.764 2.538 -1.468 0.024 -0.023 0.083
H -0.410 3.602 -1.864 0.034 0.027 0.102
H -1.670 4.447 -3.850 -0.016 0.066 -0.123
H -3.008 3.368 -3.448 -0.022 -0.014 -0.107
H -3.283 4.531 -1.273 0.013 -0.010 -0.001
H -4.773 5.911 -2.317 -0.062 -0.007 -0.034
H -4.000 5.569 -3.861 -0.086 -0.062 -0.035
H -2.586 7.484 -3.699 0.031 0.050 -0.054
H -4.014 8.105 -2.863 0.007 0.067 -0.090
H -3.072 7.459 -0.691 -0.029 0.037 0.068
H -1.702 8.198 -1.534 -0.007 0.065 0.085
H -1.368 5.719 -0.582 0.129 -0.034 0.002
H -0.876 6.039 -2.248 0.112 -0.026 -0.040
H -1.297 -2.860 3.421 -0.065 0.090 0.049
H -1.041 -5.081 4.464 -0.060 -0.035 0.112
```
Forces are in eV/Å.

SMILES = CCOc1ccc(CN2CCNC(=O)[C@H]2CC(=O)NCCCC2CCCC2)cc1
net charge = 0
LUMO energy = 0.659 eV
relative energy (zero: lowest compared OMol25 entry of this formula, charge and spin) = 13.9 kcal per mole
molar mass = 401.6 g/mol
HOMO energy = -8.4 eV
HOMO-LUMO gap = 9.076 eV

Löwdin population analysis, charges in e, atoms 1 to 4: -0.065 -0.250 -0.053 -0.268



The calculation returns the following calculated total energy values, one per record and in order: -148705.1321, -147913.1415, -35033.1941 eV.